{
  "formula": "C72H202Cl14N31O17P9",
  "method": "the ωB97M-V functional and the def2-TZVPD basis",
  "charge": 0,
  "homo_ev": -7.6706,
  "orbital_gap_ev": 7.46,
  "total_energy_ev": -417851.6167,
  "species": ["Cl", "Cl", "Cl", "Cl", "Cl", "Cl", "Cl", "Cl", "Cl", "Cl", "Cl", "Cl", "Cl", "Cl", "P", "P", "P", "P", "P", "P", "P", "P", "P", "O", "O", "O", "O", "O", "O", "O", "O", "O", "O", "O", "O", "O", "O", "O", "O", "O", "N", "N", "N", "N", "N", "N", "N", "N", "N", "N", "N", "N", "N", "N", "N", "N", "N", "N", "N", "N", "N", "N", "N", "N", "N", "N", "N", "N", "N", "N", "N", "C", "C", "C", "C", "C", "C", "C", "C", "C", "C", "C", "C", "C", "C", "C", "C", "C", "C", "C", "C", "C", "C", "C", "C", "C", "C", "C", "C", "C", "C", "C", "C", "C", "C", "C", "C", "C", "C", "C", "C", "C", "C", "C", "C", "C", "C", "C", "C", "C", "C", "C", "C", "C", "C", "C", "C", "C", "C", "C", "C", "C", "C", "C", "C", "C", "C", "C", "C", "C", "C", "C", "C", "H", "H", "H", "H", "H", "H", "H", "H", "H", "H", "H", "H", "H", "H", "H", "H", "H", "H", "H", "H", "H", "H", "H", "H", "H", "H", "H", "H", "H", "H", "H", "H", "H", "H", "H", "H", "H", "H", "H", "H", "H", "H", "H", "H", "H", "H", "H", "H", "H", "H", "H", "H", "H", "H", "H", "H", "H", "H", "H", "H", "H", "H", "H", "H", "H", "H", "H", "H", "H", "H", "H", "H", "H", "H", "H", "H", "H", "H", "H", "H", "H", "H", "H", "H", "H", "H", "H", "H", "H", "H", "H", "H", "H", "H", "H", "H", "H", "H", "H", "H", "H", "H", "H", "H", "H", "H", "H", "H", "H", "H", "H", "H", "H", "H", "H", "H", "H", "H", "H", "H", "H", "H", "H", "H", "H", "H", "H", "H", "H", "H", "H", "H", "H", "H", "H", "H", "H", "H", "H", "H", "H", "H", "H", "H", "H", "H", "H", "H", "H", "H", "H", "H", "H", "H", "H", "H", "H", "H", "H", "H", "H", "H", "H", "H", "H", "H", "H", "H", "H", "H", "H", "H", "H", "H", "H", "H", "H", "H", "H", "H", "H", "H", "H", "H", "H", "H", "H", "H", "H", "H", "H", "H", "H", "H", "H", "H", "H", "H", "H", "H", "H", "H"],
  "xyz": [[0.526465, -4.463341, -0.626890], [0.942266, 3.402465, -5.143969], [2.362109, -3.815855, 4.796640], [-4.597842, -1.483461, -2.048978], [4.929043, 4.081847, 0.698809], [2.085655, 7.072744, -2.891977], [-0.538088, 6.101969, -0.729984], [-4.948422, 1.712538, -0.114968], [-2.254510, 1.209896, 4.261400], [-1.139179, 0.979808, 7.208450], [-0.830760, -2.786853, 5.569199], [4.280331, 7.177062, 0.311069], [-2.510690, 2.664829, -4.530444], [-2.610341, -4.914449, -1.789947], [3.956243, 4.554017, 6.583133], [6.441933, -4.639897, -2.082263], [-3.104994, -6.748747, 2.937842], [-2.636312, 6.570719, 2.725974], [-0.208043, -2.864053, -6.842107], [-6.597837, -1.179292, -6.898778], [1.079373, -0.316851, 0.322995], [7.192714, -1.217312, 3.297390], [-8.323773, 1.431506, 2.558899], [7.933918, 0.808155, -3.038680], [-7.331241, -0.718885, -5.696717], [-1.998132, 7.521903, 1.749515], [3.390418, 4.320687, 7.912384], [1.288153, -1.334857, 1.384007], [-1.002604, -3.139776, -8.070390], [-8.510479, 0.369405, 1.562906], [-5.385947, -2.799222, 2.324087], [4.915048, -0.678234, -6.406999], [-2.547935, -5.410573, 3.311907], [-3.573893, -1.733299, 2.747477], [6.278826, -4.659959, -0.596203], [8.438085, 2.537777, -4.091195], [5.740752, 1.079761, -7.326849], [5.128140, 2.950342, -2.443389], [8.245719, -2.271467, 3.459623], [3.086084, 3.593913, -2.684964], [4.194503, 3.328053, -3.101954], [-4.617431, -6.615595, 2.093816], [-6.720661, 1.716570, 3.035646], [7.248254, -3.258956, -2.618501], [1.472049, -2.900140, -7.159235], [-1.464054, 5.689602, 3.661187], [-3.641463, 5.325092, 2.112028], [-3.682144, 7.377180, 3.878066], [4.908088, -4.707581, -2.875561], [-0.494391, -0.403936, -0.420432], [3.323830, 5.886064, 5.755299], [-9.164568, 1.351585, 4.076358], [-2.179248, -7.744546, 1.944520], [-5.450046, -0.093082, -7.633385], [-3.410962, -7.738503, 4.305726], [8.310377, 1.946474, -3.064568], [-0.592165, -1.330069, -6.009799], [7.567997, -0.122369, 2.038574], [-8.795204, 2.960811, 1.867020], [6.992617, -0.313641, 4.723879], [-5.679179, -2.663224, -6.616588], [1.144236, 1.290597, 0.863750], [5.847828, -0.059353, -6.904814], [-0.530404, -4.008623, -5.591584], [5.627649, 4.944263, 6.596361], [7.211319, -5.984011, -2.768240], [-4.529011, -2.380005, 3.112435], [5.660848, -1.821769, 2.840817], [2.160722, -0.429233, -0.948112], [-7.708510, -1.637147, -8.115947], [3.633216, 3.314012, 5.455907], [2.023679, -1.781475, -7.931814], [-6.026374, 0.646590, -1.039771], [2.147250, 6.561399, 6.185459], [-5.857587, -6.555397, 2.821327], [-1.795667, 4.715120, 4.717625], [-4.659759, -6.160009, 0.756518], [7.839287, -6.003334, -4.017749], [-4.667383, -2.717364, 4.598394], [-9.371917, 2.538129, 4.951747], [6.438926, 3.901303, 7.195442], [-4.884613, 1.027907, -6.934576], [-6.254037, 2.941883, 3.728110], [-8.052291, 3.593591, 0.719842], [-3.492710, 8.805279, 4.084275], [-0.059732, 5.866732, 3.318829], [6.106729, 6.286473, 6.887136], [2.419700, 2.502477, 5.699098], [-0.724219, -7.535694, 1.825964], [-5.806172, 0.588148, 3.086363], [0.913944, -3.848304, 3.704168], [-0.027873, -2.623526, 3.991199], [7.160969, -0.790960, -6.943072], [4.421913, 3.057065, 4.283131], [8.130049, 0.488659, 5.156007], [4.470540, 3.379532, -4.593707], [3.848951, 6.316758, 4.362602], [-9.707225, 0.071328, 4.645183], [-1.445272, 4.027032, -3.968977], [0.771212, 7.294128, -0.540143], [-3.048667, 4.034674, 1.708282], [0.691969, 1.639757, 2.241874], [1.306908, 2.419169, -0.029596], [2.104985, -1.569614, -1.873361], [8.270351, -0.569948, 0.822688], [0.175842, -0.600695, -5.049592], [3.660888, -4.962460, -2.193396], [0.930951, 8.087002, -1.849897], [6.497223, -1.996370, -2.610834], [-0.645887, 0.355907, -1.675531], [4.425773, -1.055402, 2.856642], [6.035314, 5.255719, -0.063539], [-10.250156, 3.244232, 1.732204], [2.181754, -4.164435, -7.288931], [-8.111530, -0.624726, -9.073145], [-3.300510, 0.863065, 5.677886], [-5.353821, -3.018319, -5.203661], [-4.906667, -0.356933, -8.935451], [8.432192, 2.697088, -1.814639], [-1.864328, -4.437800, -5.368917], [-5.715366, -0.878652, -0.780879], [-4.561602, 6.750075, 4.941165], [8.711160, -3.155101, -2.385873], [5.599003, -3.085167, 2.077606], [-0.895365, -3.971007, 0.255741], [4.771924, -4.122133, -4.203290], [-0.007863, 3.613332, -3.656838], [-1.599759, -0.509973, 0.454699], [5.167284, 6.251772, -0.844595], [7.185925, -7.299054, -2.217955], [-1.997008, -3.608089, -0.715663], [3.514519, 0.112998, -0.783141], [-1.942683, -0.783165, -6.227276], [-3.982774, -9.035928, 4.245418], [-4.776681, 5.711369, 1.265756], [-4.779796, -3.242416, -7.610141], [6.267222, -0.957903, 5.764828], [0.245557, -4.011207, -4.347500], [-8.501478, -2.836377, -8.031102], [-2.736945, 1.703891, 6.829365], [-2.798315, -8.754041, 1.047376], [-2.486535, -7.504458, 5.418732], [6.807496, 1.135531, 1.870036], [6.915725, -7.995845, -3.011411], [-5.742096, -2.852567, 4.720114], [-2.388559, -1.062742, -0.055556], [-10.375316, 2.478718, 5.373361], [0.156176, 6.230323, 2.314202], [7.000770, -1.452160, 6.401782], [7.490147, -1.088533, 0.265492], [-2.293118, -9.715953, 1.134555], [4.314750, 4.413495, -4.901533], [3.968324, 7.386793, 4.192668], [-3.871915, 3.337118, 1.862517], [2.679347, -2.392259, -1.447357], [-3.429480, 1.532771, 7.653510], [6.650356, 4.773110, -0.823084], [3.745949, -4.278444, -1.349012], [4.087548, -0.582198, -0.169591], [-1.656623, -2.836129, -1.405832], [0.359085, 2.872855, -0.319227], [1.679719, 6.841838, -0.142449], [-1.877442, -5.403732, -4.864031], [-2.353023, -6.424954, 5.489111], [-5.912875, -5.634160, 3.401300], [2.747785, 1.561000, 6.139634], [5.754664, 0.949939, 1.657447], [5.673749, -3.711019, -4.656932], [-4.446904, 9.303261, 4.256421], [1.751380, -4.932976, -6.646889], [1.082376, -1.902572, -2.050876], [6.836057, 1.868708, 2.676101], [-4.649732, -2.368253, -4.684251], [0.413324, 8.075317, 0.130493], [-4.094338, -3.619139, 4.814087], [0.469323, 4.914897, 3.365837], [-7.025239, 3.678536, 1.074871], [1.913918, 7.238839, 5.364037], [6.630106, 5.721565, 0.722153], [0.456681, -4.828527, 3.838997], [8.125728, -5.026047, -4.406302], [-3.932592, 6.665598, 5.827346], [-5.935295, 0.905360, -2.094686], [-9.274206, -0.851749, 4.259814], [3.023588, -1.522091, -7.583968], [-3.829045, -8.964311, 1.332816], [-10.437806, 4.296195, 1.517150], [-2.607729, 2.785413, 6.787877], [1.628870, 2.186672, -1.044676], [5.882397, -0.075367, 6.275843], [5.360617, 3.609339, 4.239188], [-1.327152, -4.722728, 0.916478], [1.494130, 1.360145, 2.924845], [-4.968821, -6.995293, 0.128126], [-5.460619, 7.321972, 5.170948], [2.488040, 7.227839, 6.977811], [5.970710, 3.536923, 8.109828], [-8.313130, -1.026728, -10.066059], [-5.245791, -1.104697, 0.176463], [3.974653, -3.379680, -4.238397], [8.964028, 3.630650, -1.998230], [-3.681725, -5.803858, 0.432909], [1.955926, -1.983487, -9.000788], [2.140163, -4.568420, -8.300450], [-2.909141, -7.882576, 6.349609], [3.841792, 3.287123, 3.389469], [3.231767, -4.222191, -7.002127], [6.496564, 3.023119, 6.552344], [-0.744410, -2.638153, 3.169936], [0.177748, 0.477619, -5.208765], [2.596123, -1.263098, -2.796907], [2.066267, 3.073686, 0.398264], [5.518306, -1.633215, 5.351091], [4.756185, -3.683782, 2.423160], [-6.297721, -2.927867, -4.666099], [0.455630, 4.427730, -3.100023], [0.214691, 0.504878, -2.327699], [7.195045, 6.303251, 6.828912], [1.418584, 9.011383, -1.540309], [5.686603, 6.985836, -1.460674], [6.417240, -7.295981, -1.445163], [-1.297790, -0.188663, -2.358587], [-4.913229, 5.762815, 4.641537], [-4.993485, -4.033455, -5.037034], [-5.466427, 1.857093, -7.337105], [-0.275217, -7.258934, 2.779849], [-4.588076, -9.155831, 5.143935], [-2.575253, 3.983798, 0.727773], [-2.793905, 8.924821, 4.912210], [1.314343, -3.840979, -4.477208], [-2.177963, -3.642791, -4.692384], [-9.272939, -2.689304, -7.275255], [7.964128, -0.070671, -7.098732], [1.155818, -3.887617, 2.642078], [7.135217, 1.720480, 1.010662], [7.497099, 2.890832, -1.289112], [-4.754282, -9.107595, 3.478782], [-8.948116, -3.005364, -9.010928], [4.786477, 5.817092, 4.118709], [-10.776339, 2.864776, 2.608133], [-1.318926, -0.925436, 1.422490], [-3.833570, 1.202812, -7.164408], [-3.843228, -0.596059, -8.933732], [-5.483716, -1.224483, -9.255568], [4.658851, 2.003162, 4.137398], [7.147360, -1.494224, -7.775736], [-6.738100, -6.456610, 2.186463], [-4.293892, 6.055966, 0.351280], [9.097282, -4.031300, -1.865032], [-4.424184, -1.888289, 5.262906], [8.940112, 0.106419, 5.777124], [-0.219851, -8.435807, 1.474510], [-2.225152, 5.301214, 5.530108], [7.299145, -1.402180, -6.051217], [-1.533470, 4.845629, -4.683269], [4.466213, -0.286817, 3.628487], [4.303398, -4.793006, -4.923371], [-7.363496, 0.162061, -9.170673], [8.886441, -2.397656, -1.621902], [0.360579, 2.675962, 2.309349], [-8.609486, 2.487889, 5.729094], [-4.490256, -4.263721, -7.362762], [-0.522640, -6.711538, 1.141680], [-9.452113, 0.074505, 5.704900], [-2.230799, 0.045854, -5.580895], [1.756719, 2.399974, 4.840000], [-5.405588, 4.860027, 1.005397], [6.562341, -1.617273, -3.630712], [-3.299092, -0.206250, 5.889201], [3.151336, 6.042957, 3.571108], [-1.028163, 1.363636, -1.512910], [-1.996196, 4.403186, -3.106941], [-0.045153, 2.632145, -3.183588], [-2.093284, -0.494181, -7.267420], [-4.272366, 1.303198, 5.454567], [-2.404972, -4.521013, -6.311725], [5.447179, 2.947848, -4.812618], [2.740751, -4.698255, -2.714580], [-5.350771, -3.250377, -8.538596], [0.624541, -1.754481, 3.906320], [-2.785163, -8.557974, -0.024763], [9.049473, -1.309389, 1.007876], [-10.609259, 2.688269, 0.866152], [-8.436929, 4.604924, 0.588096], [1.449383, -0.874295, -7.743934], [-6.280392, -0.322439, 2.720248], [-0.955176, 4.110111, 5.057684], [4.445081, 5.778551, -1.509855], [6.442251, -3.753171, 2.253109], [4.225399, -0.644106, 1.867316], [3.471661, 1.135828, -0.408863], [9.251091, -2.961147, -3.312670], [4.017015, 0.317005, -1.728645], [-0.067090, -3.096072, -3.844634], [-6.669394, -1.405403, -0.802511], [5.884276, 6.504643, 7.931656], [-8.019050, 3.016141, -0.204037], [7.857233, 1.455494, 5.578988], [-0.029500, 8.342762, -2.297374], [5.623967, -2.894921, 1.004632], [1.804063, 3.039804, 6.420466], [0.340434, 6.570570, 4.048610], [-7.046901, 3.688792, 3.688000], [3.707543, -6.003127, -1.872543], [8.571095, 0.896359, 4.246413], [-2.575664, 4.041213, 4.363290], [-2.752438, -1.490585, -6.048568], [1.188138, -1.004699, -5.038602], [-3.927321, -2.563923, -7.642442], [-5.045611, 0.867360, -5.868557], [8.706592, -6.658306, -4.100767], [-0.213607, 1.059311, 2.418321], [-3.292025, -9.877616, 4.295889], [-2.274812, 3.636437, 2.364521], [-0.602664, -3.187695, 0.954929], [1.313001, 5.949396, 6.528339], [5.837416, 7.067010, 6.175556], [-1.462751, -7.800954, 5.190590], [-0.251950, -0.800791, -4.067222], [7.172611, -6.532391, -4.698739], [8.137785, -7.584908, -1.770356], [-3.021814, 9.274353, 3.220372], [-1.928377, 0.490896, 0.734637], [-6.124910, 2.621068, 4.761792], [-9.394949, 3.461176, 4.372478], [-5.180322, -5.212157, 0.619826], [-9.043897, -0.112689, -8.835231], [-10.791971, -0.028479, 4.683580], [8.647387, 0.274087, 0.245148], [-7.075225, 0.891302, -0.872053], [-6.001297, -7.348388, 3.555219], [7.442928, 4.251029, 7.435790], [-2.897581, -3.181756, -0.273725], [-5.524462, 0.383928, 4.119338], [5.435800, -2.226461, -2.518473], [-7.945696, -3.725300, -7.732747], [-5.496016, 6.415483, 1.683950], [-4.861167, 0.808724, 2.589956], [-5.338649, 3.347449, 3.297208], [8.927508, 2.145391, -1.015646], [3.812413, 2.591726, -4.960228], [0.061181, -4.872711, -3.705684], [6.916413, -1.330965, -1.856108], [3.607880, -1.723855, 3.125567], [-4.998809, 0.566597, -9.507037]],
  "atomic_forces_ev_per_a": [[0.656, -0.536, -0.028], [0.031, -0.046, -0.352], [-0.379, 0.008, -0.676], [-0.159, -0.103, 0.197], [0.390, -0.238, 0.103], [-0.986, 0.951, 0.050], [0.206, -0.386, 0.090], [-0.012, 0.134, -0.070], [-0.298, -0.487, -0.396], [-0.019, 0.329, 0.511], [-0.004, 0.287, -0.200], [-1.040, 1.177, 1.012], [0.565, 0.302, -0.046], [0.409, -0.148, 0.259], [0.557, 1.305, -2.566], [-1.168, -0.395, 0.380], [-1.820, -0.599, -0.484], [-0.332, -0.587, 1.549], [-0.064, 0.206, 1.409], [1.117, -1.819, -0.692], [-1.065, 0.652, -0.570], [0.270, -0.815, -0.710], [-0.007, 3.071, 0.713], [-0.049, -1.596, 0.961], [1.185, 0.219, -0.142], [-0.829, -1.057, 1.509], [-0.591, -0.090, 0.236], [-0.627, 0.549, 0.091], [-0.116, 0.657, 1.186], [0.164, -1.064, 0.745], [0.676, 0.216, 1.378], [0.540, 0.116, -0.207], [0.278, -1.249, -0.222], [0.133, 0.052, 0.423], [-0.032, -0.739, -1.292], [0.820, 1.631, -1.451], [0.688, -0.696, 0.051], [0.655, -0.204, 1.216], [-1.085, 0.840, -0.771], [0.424, 0.127, -0.107], [0.092, -0.126, -1.266], [1.528, -1.243, 2.313], [-0.339, 0.294, -1.269], [0.169, -1.358, -0.060], [-0.490, 0.507, 1.375], [-0.791, 0.366, -1.979], [0.881, 0.492, 1.220], [-0.672, -0.980, -1.313], [1.695, 1.387, -1.567], [4.140, -0.569, -1.299], [1.882, -0.079, -1.873], [-0.786, -0.808, -1.463], [-0.223, 0.095, -0.775], [-1.178, -2.118, 1.142], [0.488, 2.157, -0.544], [-1.443, -0.091, 0.392], [-0.564, -1.120, -2.282], [1.008, 1.603, 1.173], [-0.307, 0.372, 0.350], [0.841, 0.123, -2.541], [-1.176, 0.235, 1.422], [0.502, -0.512, -0.035], [-0.772, -0.153, 0.625], [3.422, -0.832, -2.097], [-0.765, -0.816, -1.318], [0.991, 1.783, 1.554], [-0.250, -0.362, -0.586], [1.384, -0.395, 1.235], [-0.429, 0.841, -0.399], [2.492, 1.007, -0.284], [0.662, 0.264, 1.517], [-0.507, 0.127, 0.419], [-0.125, -1.138, -0.363], [0.637, 1.536, 0.405], [-0.388, 0.878, 0.996], [-0.917, 1.194, -0.583], [1.138, 0.564, -0.887], [0.239, -0.034, -2.051], [-1.173, 0.157, -0.502], [-0.114, -1.200, -0.888], [-0.239, -0.665, 0.342], [-1.113, 0.209, -0.044], [-1.147, -1.361, -0.248], [0.555, -0.877, 1.982], [0.648, -0.335, -0.178], [0.174, 0.078, 0.455], [0.355, -0.119, 0.389], [0.753, 0.788, 0.564], [-0.485, 0.433, -0.049], [-0.037, 0.260, 0.431], [-0.796, 0.178, 0.392], [1.475, -1.821, -0.975], [0.398, 0.123, -0.446], [-0.333, -0.403, -0.686], [0.033, 1.499, -1.447], [-0.401, -0.860, 0.530], [-0.734, -1.246, 1.145], [0.628, 0.910, 0.508], [-0.666, 0.165, 0.061], [-0.979, 1.264, -0.619], [-0.306, -0.101, 0.794], [-0.038, -1.233, -1.246], [-0.013, -0.243, -0.738], [0.271, 0.335, 0.657], [-1.258, -0.667, 0.622], [0.439, -0.931, 0.575], [1.128, 0.393, 1.502], [1.379, -1.113, 1.161], [0.250, -1.056, -0.926], [-0.766, -0.251, 0.028], [0.305, -0.432, 0.121], [-0.554, 0.329, -1.233], [0.872, -1.250, -0.271], [-0.513, -0.956, 0.032], [-0.485, 0.343, -0.187], [0.536, 2.319, -0.134], [-1.211, 0.729, -0.176], [-0.340, -0.147, 0.396], [0.784, 0.728, 1.820], [-0.221, 0.508, 0.090], [-0.529, 1.387, -0.231], [1.538, -0.054, -1.183], [-1.003, -0.149, 0.639], [0.526, 0.127, 0.402], [-1.549, -0.236, 0.521], [-0.972, -0.312, -0.488], [-1.185, 0.163, -0.396], [-0.636, 0.698, 0.383], [0.445, -0.212, -0.273], [-0.934, 0.096, 1.083], [-0.249, 1.328, -0.637], [-0.565, 0.281, 0.041], [-0.420, -0.674, -0.657], [-1.181, -0.392, 0.672], [0.550, -0.293, -0.559], [-0.729, 1.332, 0.201], [0.231, 0.727, 0.665], [-0.230, 1.570, -0.492], [-0.317, 0.125, 0.387], [-0.072, -1.562, 0.741], [0.203, -0.216, 0.556], [-0.179, 1.212, -0.641], [-0.339, -0.441, -0.331], [-0.079, -0.253, 0.072], [0.124, -0.484, -0.016], [-0.323, 0.097, 0.461], [0.022, -0.178, 0.310], [-0.615, 0.234, 0.007], [-0.376, -0.498, 0.344], [0.224, -0.097, -0.846], [0.321, -0.017, 0.325], [-0.225, -0.443, -0.362], [0.149, 0.239, 0.878], [0.123, -0.377, -0.777], [-0.050, -0.267, -0.062], [0.281, -0.121, 0.399], [0.125, -0.344, 0.392], [-0.790, -0.500, 0.716], [0.456, 0.316, 0.018], [0.194, -0.029, -0.029], [-0.263, 0.735, 0.854], [-0.200, -0.009, -0.357], [-0.043, -0.004, 0.084], [-0.303, 0.116, 0.361], [0.048, 0.321, 0.290], [-0.530, -0.327, -0.223], [-0.237, -0.060, 0.062], [0.047, -0.114, 0.343], [0.026, -0.019, 0.216], [-0.465, 0.143, -0.015], [0.084, 0.102, -0.002], [0.250, -0.446, 0.547], [0.237, 0.279, -0.308], [-0.221, -0.428, 0.579], [0.056, 0.125, -0.241], [0.081, -0.151, 0.341], [0.096, 0.042, -0.298], [-0.765, -0.155, 0.118], [-0.075, 0.012, -0.222], [-0.370, 0.257, 0.586], [-0.232, -0.015, 0.009], [-0.365, -0.104, 0.387], [0.573, -0.281, 0.002], [0.065, 0.369, -0.526], [0.161, -0.382, -0.268], [0.057, 0.338, 0.041], [0.130, 0.070, 0.445], [-0.119, -0.202, -0.924], [0.612, -0.718, 0.230], [-0.847, -0.588, 0.806], [-0.137, 0.113, 0.272], [0.549, -0.643, -0.080], [-0.314, 0.300, 0.361], [-0.322, 0.470, -0.599], [0.224, 0.447, -0.252], [-0.721, 0.172, 0.557], [0.132, 0.037, 0.382], [0.364, -0.401, -0.123], [-0.033, 0.398, -0.032], [0.188, 0.923, 0.492], [-0.145, -0.206, -0.157], [0.344, -0.650, -0.031], [0.333, -0.022, -0.127], [-0.134, 0.097, -0.293], [0.293, -0.210, -0.070], [-0.049, 0.382, -0.310], [0.210, 1.061, 0.101], [0.174, 0.034, -0.242], [-0.332, 0.257, 0.372], [0.094, 0.083, -0.266], [-0.167, -0.020, -0.224], [-0.367, 0.579, -0.139], [-0.037, 0.113, 0.381], [-0.436, 0.281, -0.360], [0.113, 0.002, 0.291], [0.111, -0.392, 0.280], [0.697, -0.396, 0.835], [0.150, -0.381, -0.053], [0.396, -0.043, -0.584], [0.573, -0.292, 0.155], [0.074, -0.467, 0.147], [-0.664, 0.106, 0.244], [0.303, -0.071, -0.143], [-0.047, -0.159, -0.686], [0.313, 0.881, 0.665], [-0.148, -0.066, 0.127], [-0.079, -0.079, 0.423], [-0.527, 0.230, -0.458], [-0.170, 0.534, 0.403], [0.092, -0.404, -0.434], [-1.667, -0.308, 0.240], [-0.424, -0.200, -0.080], [-0.218, -0.035, 0.160], [0.732, 0.693, 0.086], [0.436, -0.338, -0.218], [-0.576, -0.088, -1.011], [0.533, -0.217, -0.463], [-0.115, -0.124, 0.068], [-0.010, 0.063, 0.308], [-0.114, 0.316, -0.021], [0.045, -0.602, -0.263], [0.063, -0.333, 0.055], [0.146, -0.227, 0.216], [0.307, 0.343, -1.087], [0.191, -0.342, 0.447], [-0.294, 0.228, -0.149], [0.233, -0.531, -0.415], [-0.746, 0.476, -0.418], [-0.095, -0.404, -0.507], [0.603, 0.021, -0.616], [-0.332, -0.889, 0.009], [-0.211, -0.041, -0.030], [0.166, -0.371, 0.529], [-0.294, 0.469, 0.137], [0.311, -0.322, -0.315], [0.054, 0.223, -0.201], [0.494, -0.869, -0.143], [0.029, -0.197, 0.054], [0.073, 0.532, -0.321], [0.509, 0.142, -0.125], [-0.124, 0.583, 0.204], [-0.054, 0.132, 0.154], [0.258, -0.119, -0.219], [0.310, 0.019, 0.210], [0.785, 0.166, 0.081], [0.485, -0.207, -0.374], [0.407, -0.358, 0.108], [0.236, 0.805, 0.121], [0.025, 0.295, 0.021], [-0.313, -0.419, 0.065], [-0.473, 0.104, 0.182], [0.493, -0.196, 0.395], [0.346, 0.367, 0.376], [0.154, 0.303, -0.084], [-0.108, -0.542, -0.159], [-0.156, 0.313, 0.204], [0.252, 0.702, 0.474], [0.354, -0.207, -0.505], [0.463, -0.107, -0.349], [-0.468, 0.231, 0.357], [0.098, 0.719, -0.041], [0.051, 0.247, 0.356], [-0.383, -0.075, -0.119], [-0.112, -0.157, -0.193], [-0.276, -0.082, 0.017], [0.094, 0.174, -0.399], [0.177, 0.293, -0.190], [0.094, -0.371, 0.203], [0.340, 0.478, 0.241], [-0.267, 0.268, 0.109], [0.010, -0.265, 0.788], [0.106, 0.084, 0.116], [-0.127, -0.705, -0.429], [-0.177, 0.013, 0.948], [0.224, -0.224, -0.356], [-0.259, 0.724, -0.003], [-0.434, -0.023, -0.072], [-0.776, -0.163, 0.707], [0.280, -0.507, -0.383], [-0.529, -0.148, -0.095], [0.128, -0.188, 0.287], [0.623, -0.097, -0.178], [0.139, 0.050, -0.029], [-0.774, 0.056, 0.229], [0.495, -0.477, -0.237], [0.001, -0.141, 0.064], [0.107, -0.531, 0.148], [0.210, 0.260, 0.017], [0.545, -0.580, -0.690], [0.100, 0.521, 0.052], [0.552, 0.153, 0.740], [0.119, -0.169, 0.555], [0.302, -0.038, -0.668], [0.018, 0.632, 0.374], [-0.122, 0.527, -0.547], [0.012, -0.058, -0.245], [-0.751, -0.193, 0.216], [0.055, -0.925, 0.304], [0.151, 0.242, 0.282], [-0.362, 0.348, -0.780], [0.129, -0.108, -0.039], [-0.078, -0.201, -0.100], [-0.700, 0.331, -0.119], [0.403, 0.520, 0.373], [0.587, -0.061, 0.061], [-0.902, -0.271, 0.093], [-0.235, 0.027, 0.519], [-0.209, 0.295, -0.681], [0.045, -0.027, 0.166], [0.119, -0.152, 0.907], [0.045, -0.235, -0.287], [-0.081, 0.016, -0.171], [0.177, -0.273, 0.505], [-0.108, -0.100, 0.397], [0.005, 0.212, 0.639], [0.320, 0.190, -0.093], [0.635, 0.403, 0.276], [-0.086, -0.145, -0.380], [0.077, -0.113, 0.034], [0.533, -0.434, -0.604], [-0.620, 0.755, -0.510], [-0.116, -0.048, -0.274], [-0.413, 0.178, -0.150], [-0.135, -0.006, -0.100], [-0.337, -0.186, -0.723]]
}